Record 1
17
Properties=species:S:1:pos:R:3:nbo_charge:R:1 method="wB97M-V/def2-TZVPD" relative_energy_ev=4.629 lumo_energy_ev="-4.030 / -4.893" gap_ev="9.689 / 8.062" molar_mass_da=96.2 charge=+1
C 0.08 0.16 1.80 -0.5160
C -0.48 -1.24 1.75 -0.2109
C 0.25 1.81 -0.41 -0.1976
C 0.28 0.55 0.37 0.1357
C -0.11 -0.41 -0.68 0.2783
C 0.46 -0.94 -1.92 -0.7202
N -0.85 0.84 -0.56 -0.4250
H -0.58 0.86 2.32 0.2469
H 1.05 0.17 2.32 0.2700
H 0.20 -2.07 1.71 0.2072
H -1.52 -1.42 1.93 0.2056
H -0.01 2.73 0.10 0.2511
H 0.88 1.95 -1.29 0.2403
H -0.21 -0.74 -2.76 0.2563
H 0.59 -2.02 -1.85 0.2740
H 1.45 -0.52 -2.12 0.2511
H -1.83 1.01 -0.40 0.4531

---

Record 2
40
Properties=species:S:1:pos:R:3:nbo_charge:R:1 method="wB97M-V/def2-TZVPD" relative_energy_ev=2.319 lumo_energy_ev=-6.477 gap_ev=9.035 molar_mass_da=272.3 charge=+2 smiles="OCc1cc[n+](C/C=C/C[n+]2ccc(CO)cc2)cc1"
O 6.37 2.48 -2.96 -0.7299
O -6.12 -4.72 1.39 -0.6906
C 0.28 1.29 0.08 -0.1799
C -0.52 0.07 0.26 -0.1920
C 4.27 3.23 -0.74 -0.1901
C 4.33 0.86 -0.92 -0.1966
C -4.92 -1.30 0.80 -0.2071
C -3.59 -3.30 0.72 -0.1786
C 4.95 2.07 -1.01 0.0830
C -4.78 -2.65 1.18 0.0873
C 3.04 3.05 -0.12 0.0879
C 3.11 0.72 -0.30 0.0828
C -3.92 -0.58 0.17 0.0693
C -2.51 -2.52 0.12 0.0775
N 2.56 1.83 0.19 -0.2846
N -2.74 -1.17 -0.12 -0.2703
C 6.39 2.17 -1.52 -0.0943
C -5.92 -3.43 1.88 -0.0990
C 1.43 1.81 1.03 -0.2568
C -1.60 -0.37 -0.71 -0.2666
H 7.28 2.54 -3.38 0.5070
H -7.07 -4.78 1.32 0.4937
H -0.16 1.89 -0.67 0.2130
H -0.16 -0.60 1.13 0.2284
H 4.69 4.22 -1.04 0.2878
H 4.67 -0.06 -1.30 0.2549
H -5.86 -0.71 1.07 0.2640
H -3.50 -4.34 0.83 0.2640
H 2.32 3.92 0.08 0.2539
H 2.72 -0.33 -0.23 0.2646
H -4.10 0.51 0.07 0.2601
H -1.62 -3.02 -0.18 0.2479
H 6.97 2.84 -0.95 0.1999
H 6.95 1.26 -1.41 0.1963
H -5.85 -3.47 2.96 0.2165
H -6.83 -2.80 1.70 0.1892
H 1.10 2.73 1.45 0.2616
H 1.60 1.13 1.92 0.2517
H -2.05 0.48 -1.25 0.2456
H -1.23 -0.94 -1.54 0.2486

---

Record 3
4
Properties=species:S:1:pos:R:3:nbo_charge:R:1 method="wB97M-V/def2-TZVPD" multiplicity=3 s_squared=2.017 lumo_energy_ev="1.104 / -2.691" gap_ev="11.637 / 8.190" molar_mass_da=34.0
O -0.91 -0.27 -0.15 -0.4311
O 0.91 -0.25 0.16 -0.4534
H -0.93 -0.36 0.74 0.4309
H 1.27 -0.29 -0.79 0.4536

---

Record 4
16
Properties=species:S:1:pos:R:3:nbo_charge:R:1 method="wB97M-V/def2-TZVPD" relative_energy_ev=3.450 lumo_energy_ev=0.374 gap_ev=8.866 molar_mass_da=168.3 smiles="CS/N=C(/NS)SC"
C -1.88 2.09 1.20 -0.7731
C 0.98 -0.18 -0.26 0.2647
C -0.15 -1.61 -2.11 -0.7871
H -2.68 2.65 0.95 0.2340
H -1.07 2.55 1.80 0.2264
H -2.13 1.25 1.84 0.2273
H 2.28 -1.71 0.34 0.3894
H 1.36 -0.83 2.42 0.0972
H -1.19 -1.30 -1.48 0.2497
H -0.48 -1.28 -3.34 0.2476
H 0.35 -2.61 -1.78 0.2379
N 0.10 0.29 0.45 -0.5926
N 2.22 -0.49 0.28 -0.7255
S -1.15 1.42 -0.24 0.3762
S 2.36 -0.06 2.02 0.1562
S 1.07 -0.19 -2.10 0.1718

---

Record 5
9
Properties=species:S:1:pos:R:3:nbo_charge:R:1 method="wB97M-V/def2-TZVPD" relative_energy_ev=0.664 lumo_energy_ev=0.953 gap_ev=10.761 molar_mass_da=59.1 smiles="CNC=O"
C -0.68 0.53 -0.75 -0.4106
C 1.01 -0.71 0.64 0.5345
H -1.05 -0.32 -1.30 0.1936
H -0.02 1.11 -1.37 0.2013
H -1.50 1.19 -0.44 0.2142
H -0.59 0.25 1.36 0.3980
H 1.46 -1.05 -0.34 0.0979
N -0.07 0.11 0.48 -0.6296
O 1.44 -1.10 1.71 -0.5992

---

Record 6
100
Properties=species:S:1:pos:R:3:lowdin_charge:R:1 method="wB97M-V/def2-TZVPD" relative_energy_ev=0.000 lumo_energy_ev=3.745 gap_ev=7.152 molar_mass_da=891.0 charge=-2
Ca 0.36 -1.09 0.72 1.2843
O 1.06 -0.72 -1.29 -0.3846
C 0.57 -1.29 -2.42 -0.5214
C -0.95 -0.99 -2.56 -0.0626
C -1.88 -1.46 -1.46 -0.2562
C -2.76 -2.51 -1.67 -0.0315
C -3.66 -2.83 -0.67 -0.0687
C -3.68 -2.10 0.50 -0.0381
C -2.75 -1.08 0.67 -0.2534
C -2.76 -0.21 1.92 -0.0436
C -1.48 -0.08 2.82 -0.5378
O -0.43 0.41 2.08 -0.3748
C -1.07 -1.39 3.53 -0.1628
C 0.19 -1.41 4.14 -0.0417
C 0.63 -2.53 4.81 -0.0832
C -0.18 -3.66 4.90 -0.0990
C -1.42 -3.65 4.29 -0.0855
C -1.87 -2.52 3.61 -0.0456
C -1.88 0.91 3.94 -0.1398
C -1.35 2.19 3.92 -0.0139
C -1.70 3.12 4.90 -0.0952
C -2.58 2.77 5.91 -0.1273
C -3.11 1.48 5.94 -0.1055
C -2.76 0.56 4.96 -0.0342
N -1.89 -0.77 -0.31 0.0876
C 1.34 -0.74 -3.64 -0.1326
C 2.73 -0.71 -3.55 -0.0369
C 3.51 -0.20 -4.57 -0.0897
C 2.91 0.30 -5.72 -0.1210
C 1.53 0.29 -5.83 -0.1043
C 0.75 -0.23 -4.80 -0.0388
C 0.85 -2.82 -2.47 -0.1286
C 0.33 -3.62 -3.49 -0.0385
C 0.70 -4.95 -3.61 -0.1098
C 1.62 -5.50 -2.73 -0.1194
C 2.15 -4.71 -1.72 -0.0915
C 1.77 -3.38 -1.59 -0.0290
H -1.35 -1.39 -3.50 0.0944
H -1.03 0.10 -2.60 0.1305
H -2.72 -3.08 -2.59 0.1026
H -4.33 -3.68 -0.79 0.1066
H -4.36 -2.35 1.30 0.1107
H -3.62 -0.52 2.53 0.1070
H -2.95 0.81 1.59 0.1325
H 0.82 -0.54 4.03 0.1134
H 1.62 -2.53 5.25 0.0944
H 0.18 -4.54 5.41 0.0891
H -2.04 -4.54 4.28 0.0989
H -2.82 -2.57 3.10 0.0939
H -0.66 2.43 3.12 0.0983
H -1.27 4.11 4.87 0.0916
H -2.85 3.49 6.68 0.0840
H -3.79 1.19 6.73 0.0886
H -3.16 -0.44 5.00 0.1107
H 3.18 -1.08 -2.64 0.1215
H 4.59 -0.19 -4.47 0.0949
H 3.52 0.71 -6.52 0.0864
H 1.05 0.69 -6.71 0.0896
H -0.33 -0.22 -4.90 0.0977
H -0.36 -3.19 -4.20 0.1084
H 0.27 -5.55 -4.40 0.0928
H 1.91 -6.54 -2.83 0.0927
H 2.87 -5.12 -1.03 0.1036
H 2.22 -2.78 -0.81 0.0896
C 9.38 -0.68 4.14 -0.0437
C 9.51 -1.05 5.60 -0.7556
O 10.57 -0.95 6.18 -0.0359
S 8.11 -1.63 6.52 1.0079
C 6.76 -1.59 5.37 -0.5999
C 6.01 -0.43 5.19 -0.1144
C 4.98 -0.39 4.27 -0.0319
C 4.65 -1.52 3.51 -0.2711
C 5.39 -2.69 3.72 -0.0354
C 6.43 -2.73 4.64 -0.1198
C 3.59 -1.49 2.56 -0.2134
C 2.65 -1.44 1.76 -0.0680
H 10.23 -1.11 3.62 0.0848
H 9.46 0.41 4.07 0.0912
H 8.45 -1.00 3.69 0.0621
H 6.25 0.46 5.77 0.1015
H 4.41 0.52 4.13 0.1136
H 5.13 -3.58 3.15 0.1128
H 6.99 -3.64 4.78 0.0989
C 2.36 2.08 -1.61 -0.2717
S 1.03 2.49 -0.50 0.8128
C 1.95 2.21 1.01 -0.2609
O 0.83 3.97 -0.60 -0.5887
H 3.18 2.79 -1.44 0.0520
H 1.99 2.18 -2.63 0.0492
H 2.66 1.05 -1.45 0.0319
H 2.23 1.16 1.12 0.0229
H 1.28 2.47 1.84 0.0312
H 2.83 2.85 1.00 0.0547
Cl -1.92 -6.11 -1.23 0.5557
C -0.86 -5.74 0.17 -0.9610
Cl -0.77 -7.18 1.23 0.5314
C -1.41 -4.49 0.92 -0.7994
O -2.47 -4.63 1.53 -0.0372
O -0.68 -3.48 0.75 -0.0790
H 0.13 -5.58 -0.22 0.0228

---

Record 7
19
Properties=species:S:1:pos:R:3:nbo_charge:R:1 method="wB97M-V/def2-TZVPD" relative_energy_ev=3.289 lumo_energy_ev=0.584 gap_ev=8.482 molar_mass_da=134.1
C -3.02 0.10 -0.09 -0.7188
C -1.56 0.22 -0.48 0.7991
O -1.25 -0.93 -1.27 -0.7116
O -1.05 1.30 -0.66 -0.5744
H -0.37 -0.76 -1.66 0.4908
H -3.30 0.79 0.70 0.2320
H -3.30 -0.93 0.13 0.2306
H -3.62 0.33 -0.98 0.2477
C 1.15 0.75 1.40 -0.6895
C 1.20 -0.30 0.35 0.2810
C 2.05 -0.30 -0.72 0.0085
O 0.71 -1.55 0.68 -0.7899
O 3.16 0.46 -0.75 -0.7006
H 0.73 -2.50 0.50 0.5412
H 2.95 1.40 -0.77 0.4805
H 2.10 -1.13 -1.40 0.1594
H 0.61 1.62 1.03 0.2457
H 0.68 0.36 2.30 0.2374
H 2.15 1.07 1.70 0.2307

---

Record 8
67
Properties=species:S:1:pos:R:3:nbo_charge:R:1 method="wB97M-V/def2-TZVPD" relative_energy_ev=0.549 lumo_energy_ev=0.597 gap_ev=8.976 molar_mass_da=450.6 smiles="CCCCc1ncc(CN2CCC(n3nccc3NC(=O)[C@H](OC)c3ccccc3)CC2)[nH]1"
C 2.34 -3.91 1.34 -0.6053
H 2.31 -4.19 0.29 0.2047
C 3.78 -3.91 1.85 -0.3990
C 3.89 -3.39 3.28 -0.3845
H 4.73 -3.89 3.79 0.2053
H 2.98 -3.63 3.83 0.2115
C 4.14 -1.88 3.37 -0.4374
C 3.05 -1.07 2.76 0.3554
N 1.88 -0.83 3.29 -0.4773
C 1.20 -0.07 2.40 -0.0920
C 1.98 0.19 1.30 0.0707
N 3.17 -0.46 1.55 -0.5272
H 3.94 -0.49 0.91 0.4256
C 1.77 0.98 0.06 -0.2499
N 2.23 0.22 -1.10 -0.4545
C 2.35 1.01 -2.31 -0.2138
C 1.01 1.41 -2.93 -0.4244
H 1.18 1.95 -3.87 0.2282
H 0.48 2.08 -2.25 0.1924
C 0.19 0.14 -3.21 -0.0534
N -1.09 0.42 -3.81 -0.1805
C -2.17 1.07 -3.31 0.3076
C -3.15 1.05 -4.28 -0.3553
C -2.56 0.35 -5.34 -0.0448
N -1.33 -0.01 -5.05 -0.2799
H -2.98 0.12 -6.30 0.2077
H -4.13 1.47 -4.21 0.2515
N -2.18 1.62 -2.03 -0.6283
C -3.22 2.23 -1.42 0.6781
O -4.32 2.39 -1.89 -0.5904
C -2.86 2.66 0.01 -0.0107
C -3.40 1.58 0.92 0.0306
C -2.61 0.49 1.26 -0.2511
C -3.12 -0.51 2.07 -0.1935
C -4.42 -0.44 2.52 -0.2129
C -5.22 0.63 2.16 -0.2030
C -4.71 1.64 1.37 -0.2186
H -5.33 2.48 1.08 0.2191
H -6.24 0.69 2.51 0.2157
H -4.82 -1.22 3.15 0.2155
H -2.49 -1.34 2.35 0.2175
H -1.59 0.44 0.91 0.2101
O -1.45 2.82 0.12 -0.5590
C -1.06 3.46 1.31 -0.2501
H -1.48 4.47 1.37 0.1763
H 0.03 3.52 1.29 0.1974
H -1.38 2.89 2.19 0.1844
H -3.37 3.61 0.21 0.2038
H -1.31 1.63 -1.52 0.4291
C 0.07 -0.73 -1.96 -0.4281
C 1.46 -0.99 -1.36 -0.2214
H 2.05 -1.59 -2.06 0.1948
H 1.37 -1.54 -0.43 0.2183
H -0.56 -0.25 -1.21 0.1932
H -0.40 -1.68 -2.21 0.2302
H 0.72 -0.44 -3.98 0.2354
H 2.92 0.41 -3.03 0.1960
H 2.94 1.91 -2.08 0.2032
H 2.38 1.89 0.10 0.2072
H 0.72 1.28 0.01 0.1857
H 0.20 0.26 2.61 0.2047
H 5.08 -1.63 2.87 0.2022
H 4.22 -1.60 4.42 0.2360
H 4.16 -4.94 1.81 0.2050
H 4.41 -3.31 1.19 0.1848
H 1.89 -2.93 1.45 0.2056
H 1.74 -4.62 1.90 0.2054